# C4H5NO

A single C4H5NO molecule (wB97M-V/def2-TZVPD, OMol25).

The maximum force is 0.41 eV/A. Its LUMO energy is 0.89 eV. Its orbital gap is 0.381 hartree. The calculated total energy comes out at -7765.6231 eV. Its structure (SMILES) is [H]/N=C1/C=CCO1.

Last columns: bonded neighbours and bond lengths (Å).
Element x y z (Å)
1 H -2.15540 -0.00058 1.85449  N2 1.017
2 N -1.47154 -0.72336 1.64332  H1 1.017, C3 1.263
3 C -0.56563 -0.27125 0.88763  N2 1.263, C4 1.469, O7 1.371
4 C 0.36166 -1.10419 0.10949  C3 1.469, C5 1.330, H8 1.080
5 C 0.77513 -0.37509 -0.92255  C4 1.330, C6 1.504, H9 1.081
6 C 0.43239 1.06544 -0.66158  C5 1.504, O7 1.429, H10 1.094, H11 1.098
7 O -0.41919 1.03127 0.48542  C3 1.371, C6 1.429
8 H 0.48925 -2.15802 0.31100  C4 1.080
9 H 1.23968 -0.73133 -1.83141  C5 1.081
10 H -0.08515 1.58613 -1.47331  C6 1.094
11 H 1.34238 1.63001 -0.42069  C6 1.098

***

# C3H10NP

2 unconnected molecules or ions with the total composition C3H10NP at a distorted geometry (wB97M-V/def2-TZVPD, OMol25).

The maximum force is 2.95 eV/A. Its LUMO energy (spin up / spin down) is -0.05 / 0.88 eV. Its orbital gap (spin up / spin down) is 0.261 / 0.295 hartree. The calculated total energy comes out at -14048.1837 eV.

Last columns: bonded neighbours and bond lengths (Å).
Element x y z (Å)
1 C 0.40038 -0.76612 -0.97124  C3 1.447, H6 1.121, H7 1.056, H8 1.034
2 C -1.55291 0.98307 -1.37161  C3 1.492, H9 1.076, H10 1.067, H11 1.056
3 C -0.57309 0.21694 -0.54782  C1 1.447, C2 1.492, H12 1.082
4 N 0.52748 -0.01858 2.23270  P5 1.640, H13 1.008, H14 0.990
5 P 0.93156 -1.60693 2.18126  N4 1.640, H15 1.462
6 H 1.03743 -0.32460 -1.78112  C1 1.121
7 H 0.95367 -1.08686 -0.13116  C1 1.056
8 H 0.16104 -1.61764 -1.50673  C1 1.034
9 H -1.37637 0.90547 -2.43023  C2 1.076
10 H -1.56253 2.02519 -1.14371  C2 1.067
11 H -2.51152 0.55586 -1.25794  C2 1.056
12 H -0.73820 0.31548 0.51710  C3 1.082
13 H 0.99022 0.68846 1.68224  N4 1.008
14 H 0.07338 0.20476 3.08394  N4 0.990
15 H -0.44177 -1.82167 2.63426  P5 1.462

***

Values of relative energy (zero: lowest compared OMol25 entry of this formula, charge and spin), in order: 87.2; 390.3, all in kJ/mol.